Below is a 2-piece molecular cluster, CH7N3 overall in a non-equilibrium geometry, with properties calculated with the ωB97M-V functional and the def2-TZVPD basis.

Values from the calculation:
electronic energy: -206.51973 Eh
M: 61.1 g mol⁻¹
SMILES: [H]/N=C/N.N
relative energy (zero: lowest compared OMol25 entry of this formula, charge and spin): 117.55 kJ/mol
highest occupied orbital energy: -8.2392 eV

CARTESIAN COORDINATES (ANGSTROEM)
N -0.06466 -2.21238 1.07601
H -0.35301 -1.64433 0.29347
H -0.42881 -3.14662 0.92313
H 0.94683 -2.26327 1.07053
N 0.43906 1.82107 0.25765
C -0.23434 0.95393 -0.50627
N 0.06942 0.70280 -1.72382
H 0.08789 2.03179 1.17116
H 1.20654 2.31419 -0.16078
H -1.06362 0.44016 0.00972
H -0.60530 1.00265 -2.41080